# 1
{"formula": "C40H34Br2O3P2S2Ta", "method": "wB97M-V/def2-TZVPD", "species": ["Ta", "S", "P", "C", "P", "S", "C", "C", "C", "C", "C", "C", "C", "C", "C", "C", "C", "C", "C", "C", "C", "C", "C", "C", "C", "C", "C", "C", "C", "C", "H", "H", "H", "H", "H", "H", "H", "H", "H", "H", "H", "H", "H", "H", "H", "H", "H", "H", "H", "H", "C", "C", "O", "H", "H", "H", "H", "H", "H", "Br", "C", "C", "C", "C", "C", "C", "C", "O", "O", "H", "H", "H", "H", "Br", "C", "C", "C", "C", "C", "C", "H", "H", "H", "H"], "xyz": [[-0.0034, -0.2372, 0.5576], [0.5216, 0.7758, -1.6870], [2.4322, 0.5403, -1.0136], [2.0865, -0.3195, 0.4124], [2.6487, -0.2968, 2.0173], [0.8246, -0.1860, 2.9451], [3.7540, 1.0359, 2.4803], [3.2278, 2.2969, 2.7530], [4.0795, 3.3540, 3.0265], [5.4532, 3.1553, 3.0259], [5.9817, 1.9032, 2.7425], [5.1359, 0.8424, 2.4637], [3.4493, -1.8296, 2.5218], [3.4206, -2.9425, 1.6895], [3.9759, -4.1426, 2.1121], [4.5497, -4.2338, 3.3704], [4.5665, -3.1279, 4.2136], [4.0164, -1.9302, 3.7938], [3.2168, 2.1483, -0.8100], [4.6064, 2.2406, -0.8710], [5.2280, 3.4612, -0.6603], [4.4651, 4.5916, -0.4029], [3.0813, 4.5025, -0.3410], [2.4554, 3.2828, -0.5379], [3.4259, -0.3446, -2.2173], [3.4842, 0.1291, -3.5282], [4.2553, -0.5333, -4.4652], [4.9756, -1.6650, -4.0956], [4.9258, -2.1324, -2.7924], [4.1472, -1.4726, -1.8506], [2.1541, 2.4485, 2.7545], [3.6710, 4.3320, 3.2424], [6.1164, 3.9812, 3.2475], [7.0529, 1.7523, 2.7413], [5.5513, -0.1333, 2.2458], [2.9478, -2.8719, 0.7177], [3.9562, -5.0052, 1.4593], [4.9810, -5.1695, 3.7004], [5.0087, -3.2040, 5.1977], [4.0328, -1.0708, 4.4540], [5.2048, 1.3644, -1.0918], [6.3064, 3.5312, -0.7087], [4.9519, 5.5470, -0.2550], [2.4856, 5.3832, -0.1410], [1.3773, 3.2202, -0.4811], [2.9242, 1.0119, -3.8167], [4.2978, -0.1718, -5.4836], [5.5780, -2.1819, -4.8308], [5.4900, -3.0105, -2.5079], [4.1057, -1.8300, -0.8308], [-3.7567, -2.2999, 1.8603], [-2.3631, -2.0711, 2.3897], [-1.7952, -0.8669, 1.8055], [-4.1797, -3.1953, 2.3159], [-3.7404, -2.4427, 0.7794], [-4.4193, -1.4662, 2.1024], [-1.6956, -2.8784, 2.1051], [-2.3386, -1.9537, 3.4727], [-2.4215, -0.1300, 1.8401], [-3.0790, 6.0605, -3.3531], [-3.1047, 4.3367, -2.5878], [-3.9540, 3.3676, -3.1035], [-3.9673, 2.1005, -2.5413], [-3.1348, 1.7972, -1.4757], [-2.2895, 2.7758, -0.9667], [-2.2750, 4.0552, -1.5186], [-1.3540, 2.5168, 0.1572], [-0.6618, 3.3342, 0.6960], [-1.3407, 1.2168, 0.5568], [-4.5996, 3.6068, -3.9371], [-4.6345, 1.3483, -2.9401], [-3.1456, 0.8074, -1.0409], [-1.6166, 4.8071, -1.1069], [-1.5010, -6.4230, -1.9270], [-1.0799, -4.7056, -1.2698], [-1.6298, -3.5886, -1.8796], [-1.3113, -2.3261, -1.3991], [-0.4532, -2.1623, -0.3100], [0.0910, -3.3095, 0.2781], [-0.2173, -4.5787, -0.1919], [-2.2915, -3.7068, -2.7268], [-1.7359, -1.4643, -1.9036], [0.7706, -3.2300, 1.1219], [0.2091, -5.4595, 0.2688]], "forces_ev_per_a": [[0.0077, 0.1552, 0.0685], [-0.0835, -0.0202, 0.0091], [0.1466, -0.0416, -0.1410], [-0.1827, 0.2296, 0.0986], [0.1243, -0.2725, 0.0667], [-0.1278, -0.1087, -0.1827], [-0.0163, 0.1034, -0.0347], [-0.0623, -0.0142, -0.0014], [0.0195, -0.0048, -0.0051], [0.0111, -0.0057, -0.0004], [-0.0034, 0.0296, -0.0017], [-0.0212, -0.0394, -0.0006], [0.0001, 0.0198, 0.1215], [-0.0152, 0.0104, -0.0754], [-0.0155, -0.0011, -0.0107], [0.0007, 0.0148, 0.0264], [-0.0004, -0.0625, -0.0268], [0.0021, 0.0817, -0.0120], [0.0107, 0.0227, 0.0052], [0.0467, -0.0491, 0.0014], [-0.0222, -0.0059, 0.0040], [-0.0104, 0.0171, 0.0027], [0.0366, 0.0045, -0.0023], [-0.0568, -0.0212, -0.0009], [0.0156, 0.0322, -0.0556], [-0.0448, 0.0381, 0.0072], [0.0294, -0.0418, 0.0156], [-0.0041, 0.0174, -0.0314], [-0.0007, 0.0011, 0.0103], [0.0154, -0.0036, 0.0330], [0.0049, 0.0041, -0.0021], [-0.0067, -0.0001, -0.0009], [0.0010, 0.0006, 0.0015], [0.0022, -0.0043, -0.0004], [-0.0015, -0.0134, -0.0009], [0.0445, 0.0208, -0.0332], [0.0009, 0.0012, -0.0057], [0.0060, 0.0021, 0.0015], [-0.0026, 0.0107, 0.0038], [-0.0064, 0.0020, -0.0024], [-0.0046, -0.0016, -0.0057], [0.0029, -0.0043, -0.0035], [-0.0012, 0.0015, 0.0037], [-0.0052, -0.0005, -0.0010], [-0.0029, 0.0000, -0.0046], [-0.0055, -0.0030, 0.0106], [-0.0026, 0.0043, -0.0021], [-0.0003, 0.0004, 0.0001], [-0.0018, -0.0001, 0.0060], [-0.0145, -0.0300, 0.0373], [-0.0277, -0.0396, -0.0157], [0.0087, 0.0367, 0.0072], [-0.0181, -0.0087, -0.0574], [0.0100, -0.0031, 0.0084], [0.0086, 0.0152, 0.0038], [0.0117, 0.0094, 0.0012], [0.0573, 0.0086, 0.0037], [-0.0180, -0.0098, 0.0030], [0.0419, 0.0024, 0.0344], [-0.0087, 0.0217, -0.0151], [0.0215, -0.0464, 0.0637], [-0.0051, 0.0437, -0.0287], [-0.0132, -0.0258, 0.0083], [-0.0018, -0.0201, -0.0293], [0.0762, 0.3020, -0.0091], [-0.0410, -0.0542, -0.0256], [-0.0717, -0.4433, 0.1522], [0.0583, 0.1462, -0.0766], [0.1219, -0.1105, -0.0768], [-0.0004, -0.0046, -0.0020], [0.0021, -0.0025, -0.0033], [-0.0023, -0.0016, 0.0072], [0.0036, -0.0069, -0.0017], [-0.0041, -0.0166, 0.0027], [0.0202, 0.0149, 0.0158], [-0.0106, 0.0309, -0.0201], [-0.0585, -0.0720, 0.0118], [0.1315, 0.2012, 0.1939], [-0.0365, -0.0602, -0.0295], [-0.0162, 0.0038, -0.0002], [0.0027, 0.0050, -0.0030], [0.0022, 0.0075, -0.0011], [-0.0529, 0.0020, -0.0139], [0.0031, -0.0007, 0.0019]], "gap_ev": 7.86, "multiplicity": 1, "total_energy_ha": -8454.475575, "lumo_energy_ev": -3.24, "total_charge": 1, "relative_energy_kj_mol": 55.4}



# 2
{"formula": "H4N2S2", "method": "wB97M-V/def2-TZVPD", "species": ["N", "N", "S", "S", "H", "H", "H", "H"], "xyz": [[1.2845, -0.2841, 0.8850], [-0.8059, 1.0833, -1.2310], [0.3004, 1.0452, -0.0972], [-2.2276, 0.2530, -1.2564], [0.8776, -0.7003, 1.6286], [1.6527, -1.0401, 0.1995], [-0.5056, 1.1676, 1.1274], [-2.7407, 0.4348, -2.6302]], "forces_ev_per_a": [[1.8179, 1.0223, -5.7856], [1.7427, -0.1897, 0.0484], [-1.1716, -0.2094, 1.9226], [-1.8993, -0.3674, -1.2248], [-2.1892, -1.7446, 2.7178], [-0.7696, 1.7395, 1.5999], [1.0620, -0.1794, -1.4070], [1.4071, -0.0713, 2.1288]], "gap_ev": 8.33, "multiplicity": 1, "total_energy_ha": -908.141911, "lumo_energy_ev": 0.18, "relative_energy_kj_mol": 286.7}



# 3
{"formula": "C3H10N2", "method": "wB97M-V/def2-TZVPD", "species": ["C", "C", "N", "C", "N", "H", "H", "H", "H", "H", "H", "H", "H", "H", "H"], "xyz": [[-1.0834, 0.3020, 1.2861], [-0.4866, 0.2530, -0.1705], [0.1724, 1.5350, -0.5214], [0.5656, -0.8255, -0.1735], [1.0651, -1.2815, -1.4500], [-1.5727, -0.6665, 1.4423], [-1.8889, 1.0300, 1.2148], [-0.3000, 0.3923, 2.0284], [-1.3022, 0.1659, -0.8866], [-0.4968, 2.2875, -0.5122], [0.7449, 1.7704, 0.2848], [1.3567, -0.6395, 0.5832], [0.1169, -1.7060, 0.3076], [1.6770, -2.0853, -1.4214], [1.4321, -0.5318, -2.0117]], "forces_ev_per_a": [[-0.5542, -1.1146, -2.1735], [0.5794, 1.2672, 1.2615], [0.2329, -0.2026, 0.4545], [0.0664, -2.0105, 0.6687], [-0.5381, 0.3660, -0.4556], [-0.0040, 0.0947, 0.2183], [0.2782, 0.4124, 0.8616], [-0.0901, 0.6157, 0.2008], [0.1260, -0.7279, -0.0811], [-0.4768, 0.1632, -0.3044], [0.4234, -0.0152, -0.1249], [-0.0594, 0.8421, -0.3681], [-0.2857, -0.0303, -0.2732], [0.0109, 0.3084, 0.1437], [0.2910, 0.0314, -0.0284]], "gap_ev": 9.98, "smiles": "C[C@@H](N)CN", "multiplicity": 1, "total_energy_ha": -229.792665, "lumo_energy_ev": 1.16, "relative_energy_kj_mol": 43.6}



# 4
{"formula": "C36H28AsBr2F6N6ORbS", "method": "wB97M-V/def2-TZVPD", "species": ["Rb", "C", "N", "C", "C", "C", "C", "C", "C", "N", "C", "C", "C", "C", "C", "C", "N", "C", "C", "C", "C", "C", "N", "H", "H", "H", "H", "H", "H", "H", "H", "H", "H", "H", "H", "H", "H", "H", "H", "H", "H", "S", "C", "C", "C", "C", "C", "C", "C", "C", "C", "N", "H", "H", "H", "H", "H", "H", "Br", "C", "C", "C", "Br", "C", "C", "C", "C", "N", "C", "C", "O", "H", "H", "H", "H", "F", "As", "F", "F", "F", "F", "F"], "xyz": [[-0.4095, -1.9073, -0.5443], [-0.5026, -1.9172, 3.3428], [0.5796, -1.4157, 2.5036], [0.7587, 0.0123, 2.7306], [1.7439, 0.6888, 1.8091], [2.9087, 1.2640, 2.3001], [3.7786, 1.8811, 1.4132], [3.4545, 1.9033, 0.0688], [2.2584, 1.3183, -0.3289], [1.4184, 0.7327, 0.5159], [1.7680, -2.2232, 2.7395], [2.8425, -2.1205, 1.6830], [4.1767, -1.9551, 2.0318], [5.1315, -1.9150, 1.0290], [4.7221, -2.0357, -0.2876], [3.3675, -2.2047, -0.5403], [2.4483, -2.2569, 0.4195], [-1.8611, -1.3531, 3.0110], [-2.5809, -0.6107, 3.9388], [-3.8714, -0.2130, 3.6250], [-4.3977, -0.5733, 2.3979], [-3.5938, -1.2949, 1.5247], [-2.3547, -1.6719, 1.8139], [-0.2934, -1.7356, 4.4131], [-0.5640, -2.9952, 3.1865], [1.0419, 0.2147, 3.7810], [-0.2125, 0.4803, 2.5525], [3.1324, 1.2159, 3.3589], [4.6988, 2.3288, 1.7684], [4.1036, 2.3633, -0.6642], [1.9560, 1.3298, -1.3719], [1.4382, -3.2648, 2.7392], [2.2081, -2.0156, 3.7320], [4.4563, -1.8459, 3.0725], [6.1779, -1.7785, 1.2738], [5.4276, -1.9973, -1.1063], [3.0040, -2.3068, -1.5576], [-2.1338, -0.3541, 4.8913], [-4.4559, 0.3644, 4.3310], [-5.4044, -0.2986, 2.1126], [-3.9616, -1.5892, 0.5498], [-4.3762, 0.5026, -1.9310], [-3.7689, -0.0423, -3.4353], [-2.5307, 0.4339, -3.6853], [-2.0358, 1.2737, -2.6366], [-2.9316, 1.4041, -1.6005], [-2.8044, 2.0899, -0.3080], [-3.9200, 2.6425, 0.3317], [-3.7535, 3.2796, 1.5453], [-2.4830, 3.3589, 2.0977], [-1.4367, 2.7851, 1.3918], [-1.5820, 2.1646, 0.2275], [-4.3601, -0.7041, -4.0469], [-1.9662, 0.2147, -4.5766], [-4.8948, 2.5805, -0.1344], [-4.6033, 3.7208, 2.0518], [-2.3043, 3.8551, 3.0421], [-0.4226, 2.8228, 1.7799], [1.9987, -2.2467, -4.2255], [1.6695, -0.3777, -4.1562], [2.5328, 0.4734, -4.8090], [2.3218, 1.8317, -4.7276], [3.5962, 2.9741, -5.5722], [1.2236, 2.3697, -4.0335], [1.0616, 3.7730, -3.8284], [0.0355, 4.2196, -3.0023], [-0.8832, 3.3551, -2.4892], [-0.8414, 2.0038, -2.7830], [0.3005, 1.4655, -3.4477], [0.5454, 0.0465, -3.3885], [-0.1438, -0.7767, -2.7196], [3.3774, 0.0789, -5.3562], [1.7573, 4.4641, -4.2764], [-0.0654, 5.2709, -2.7670], [-1.7268, 3.6942, -1.9147], [-0.3092, -3.9268, 0.8057], [-1.2895, -5.0517, -0.1272], [0.0941, -5.3171, -1.1315], [-0.8041, -6.3039, 0.9683], [-2.2147, -6.1896, -1.0401], [-2.6514, -4.6808, 0.8761], [-1.8157, -3.7797, -1.2273]], "forces_ev_per_a": [[0.6692, 2.0148, 0.4451], [-0.0068, -0.0307, -0.0494], [-0.0412, 0.0212, -0.0330], [-0.0253, -0.0182, -0.0400], [0.0612, 0.0123, -0.0475], [-0.0216, 0.0360, 0.0169], [0.0122, -0.0100, -0.0044], [0.0139, 0.0233, 0.0191], [-0.0857, 0.0275, -0.0410], [-0.0466, -0.1641, 0.0784], [0.0058, -0.0056, 0.0171], [-0.0509, 0.0386, -0.0226], [0.0207, -0.0027, -0.0002], [0.0119, 0.0159, -0.0025], [0.0079, 0.0023, 0.0023], [0.0021, -0.0418, 0.0388], [0.0949, 0.0606, -0.0793], [-0.0028, -0.0394, 0.0018], [-0.0033, 0.0126, -0.0070], [0.0042, 0.0137, -0.0006], [-0.0110, 0.0418, -0.0148], [0.0290, 0.0358, 0.0018], [-0.0219, 0.1245, 0.0550], [0.0145, -0.0033, -0.0031], [-0.0041, -0.0026, 0.0065], [0.0351, -0.0127, -0.0001], [-0.0089, 0.0268, 0.0678], [0.0017, -0.0130, -0.0040], [-0.0010, 0.0003, -0.0003], [-0.0145, 0.0030, -0.0096], [0.0092, -0.0105, -0.0034], [0.0141, -0.0065, 0.0245], [0.0084, 0.0146, -0.0082], [-0.0124, 0.0049, -0.0036], [-0.0004, -0.0066, -0.0049], [-0.0075, -0.0038, -0.0076], [0.0003, 0.0078, 0.0028], [0.0001, -0.0234, -0.0028], [0.0022, 0.0009, -0.0063], [0.0087, 0.0013, -0.0165], [-0.0303, -0.0076, -0.0738], [0.0403, 0.0181, 0.0362], [-0.0540, -0.0433, 0.0526], [0.0851, 0.0650, 0.0664], [0.0605, -0.1026, -0.1485], [-0.0277, -0.1113, 0.0267], [0.0492, 0.0520, 0.0351], [-0.0268, -0.0388, -0.0436], [0.0181, 0.0106, 0.0594], [-0.0305, -0.0130, -0.0193], [0.0113, -0.0354, -0.0207], [0.0077, -0.0177, -0.0294], [0.0184, 0.0036, -0.0128], [0.0760, -0.0228, -0.0270], [-0.0034, 0.0131, -0.0022], [-0.0073, -0.0137, -0.0028], [0.0012, -0.0087, 0.0030], [0.0110, 0.0030, -0.0153], [-0.0031, 0.0131, -0.0090], [-0.0214, -0.0401, -0.0370], [0.0062, 0.0319, 0.0328], [0.0099, 0.0181, -0.0331], [0.0095, 0.0065, 0.0035], [-0.0411, 0.0093, 0.0620], [-0.0240, 0.0244, -0.0506], [0.0443, 0.0431, 0.0035], [-0.0411, 0.0079, -0.0432], [0.1296, -0.0781, 0.1092], [-0.0250, 0.0371, 0.0228], [0.0622, -0.2242, -0.0986], [-0.1034, 0.9034, -0.8398], [0.0042, 0.0000, -0.0019], [0.0184, -0.0082, 0.0229], [-0.0136, 0.0050, 0.0000], [-0.0339, -0.0252, 0.0222], [-0.1890, -0.9195, 0.5172], [-0.2297, -0.7758, 0.0917], [0.0037, -0.0008, -0.0409], [0.0355, -0.0340, -0.0344], [-0.0311, -0.0145, 0.0010], [-0.0202, 0.0049, 0.0386], [-0.4077, -0.8801, 0.0117]], "gap_ev": [5.08, 6.05], "multiplicity": 2, "total_energy_ha": -10197.967973, "lumo_energy_ev": [1.80, 1.80], "total_charge": -1, "s_squared": 0.77}



# 5
{"formula": "C4H7NO2", "method": "wB97M-V/def2-TZVPD", "species": ["C", "C", "C", "N", "C", "O", "O", "H", "H", "H", "H", "H", "H", "H"], "xyz": [[0.3055, 1.6355, -0.7196], [0.0287, 0.1455, -0.7357], [0.8629, -0.6560, 0.2966], [-0.1806, -1.2618, 1.0800], [-1.4440, -0.9365, 0.6721], [-2.4910, -1.3055, 1.1361], [-1.3422, -0.0875, -0.3875], [0.1445, 2.0381, 0.2862], [-0.3581, 2.1581, -1.4141], [1.3428, 1.8300, -1.0142], [0.1740, -0.2578, -1.7434], [1.4973, 0.0106, 0.8980], [1.5062, -1.3995, -0.1882], [-0.0460, -1.9132, 1.8337]], "forces_ev_per_a": [[0.0047, 0.0326, 0.0030], [0.2111, 0.0605, -0.0942], [0.1221, 0.0870, -0.0286], [-0.1645, -0.1021, 0.0792], [-0.1284, -0.1284, 0.1466], [0.3731, 0.1489, -0.1750], [-0.1380, -0.0633, 0.0849], [0.0250, -0.0594, -0.1273], [0.0933, -0.0858, 0.0915], [-0.1378, -0.0334, 0.0405], [-0.0173, 0.0499, 0.1232], [-0.1214, -0.1054, -0.1184], [-0.1039, 0.1098, 0.0614], [-0.0181, 0.0891, -0.0870]], "gap_ev": 10.70, "smiles": "C[C@H]1CNC(=O)O1", "multiplicity": 1, "total_energy_ha": -361.879321, "lumo_energy_ev": 0.77, "relative_energy_kj_mol": 4.0}



# 6
{"formula": "C3H5N3O", "method": "wB97M-V/def2-TZVPD", "species": ["O", "C", "C", "N", "N", "C", "N", "H", "H", "H", "H", "H"], "xyz": [[1.5446, 1.0241, -1.5496], [0.5165, 1.4150, -0.6819], [-0.1469, 0.2548, 0.0219], [0.3802, -0.9031, 0.0970], [-0.2156, -1.8491, 0.8394], [-2.1523, -0.1294, 1.3734], [-1.3681, 0.4379, 0.6858], [1.9466, 0.2234, -1.1859], [-0.2420, 1.9456, -1.2666], [0.8787, 2.1205, 0.0844], [0.0769, -2.7731, 0.5839], [-1.2187, -1.7665, 0.9982]], "forces_ev_per_a": [[0.0245, -0.2122, 0.1583], [-0.3758, 0.0966, 0.1754], [0.1679, -0.2626, 0.0476], [0.0510, 0.3877, -0.2385], [0.2198, -0.2690, 0.0399], [0.1104, 1.0490, -0.4543], [-0.4391, -0.4442, 0.5260], [-0.0236, 0.0440, -0.0562], [0.0751, -0.0595, 0.0359], [-0.0342, -0.1188, -0.0899], [0.1693, -0.1462, -0.0931], [0.0545, -0.0648, -0.0512]], "gap_ev": 10.34, "multiplicity": 1, "total_energy_ha": -356.732971, "lumo_energy_ev": 0.83, "relative_energy_kj_mol": 326.6}



Q: Which formula does entry 6 have?
A: C3H5N3O